Entry 1:
Density functional theory data (ωB97M-V with the def2-TZVPD basis set) for C16H20ClCuN4 as an isolated structure.

Calculated values
relative energy (zero: lowest compared OMol25 entry of this formula, charge and spin)	6.0	kcal/mol
HOMO level (alpha / beta)	-10.04 / -10.00	eV
net charge	+1
2S+1	2
HOMO-LUMO gap (alpha / beta)	6.7 / 3.2	eV

XYZ file:
```
42
C16H20ClCuN4 | the OMol25 dataset | ωB97M-V with the def2-TZVPD basis set
Cu 12.942 24.164 -6.821
Cl 14.330 22.338 -7.805
N 12.957 20.686 -10.555
C 11.634 20.646 -10.877
C 11.579 20.224 -12.196
C 12.881 19.873 -12.643
C 13.726 20.034 -11.475
H 13.266 21.029 -9.657
H 10.956 20.894 -10.073
H 10.645 20.200 -12.738
H 13.171 19.465 -13.600
H 14.780 19.907 -11.277
N 14.647 24.620 -4.595
C 13.490 25.364 -4.293
C 12.414 24.526 -4.089
C 12.877 23.253 -4.519
C 14.203 23.404 -4.789
H 15.619 24.896 -4.569
H 13.429 26.400 -3.991
H 11.462 24.803 -3.662
H 12.317 22.336 -4.411
H 14.924 22.608 -4.906
N 16.101 19.392 -8.368
C 17.219 19.059 -9.145
C 17.104 17.712 -9.558
C 15.925 17.211 -8.958
C 15.319 18.274 -8.299
H 15.803 20.285 -8.001
H 17.972 19.801 -9.367
H 17.765 17.113 -10.168
H 15.524 16.223 -9.130
H 14.424 18.176 -7.704
N 19.902 22.870 -10.121
C 20.184 22.226 -8.941
C 19.039 22.085 -8.208
C 17.957 22.534 -8.986
C 18.548 23.026 -10.154
H 20.514 23.021 -10.910
H 21.194 21.878 -8.782
H 18.893 21.634 -7.238
H 16.902 22.639 -8.778
H 18.076 23.261 -11.096
```

Here are the Mulliken charges for atoms 1 to 6, given in e: number 1, Cu, carries 0.4754; number 2, Cl, carries -0.6930; number 3, N, carries 0.2996; number 4, C, carries -0.1158; number 5, C, carries -0.4516; number 6, C, carries -0.4671

***

Entry 2:
Density functional theory data (ωB97M-V with the def2-TZVPD basis set) for one molecule with the formula C16H20F2N2O2.

Calculated values
relative energy (zero: lowest compared OMol25 entry of this formula, charge and spin)	17.6	kcal/mol
HOMO level	-9.31	eV
SMILES	C[C@H](COc1cccc(F)c1F)NC(=O)[C@@H](C#N)C(C)(C)C
HOMO-LUMO gap	9.9	eV

XYZ file:
```
42
C16H20F2N2O2 | the OMol25 dataset | ωB97M-V with the def2-TZVPD basis set
N 3.305 1.016 -1.380
O -0.859 0.710 -3.145
F 1.566 0.995 5.517
F 1.304 -0.504 3.455
C 2.448 0.556 -2.045
O -0.921 -0.115 1.601
C 0.014 0.490 -2.303
C -1.628 2.160 4.328
C -0.553 2.193 5.166
C -1.751 1.421 3.241
C 0.383 1.162 4.922
C 0.275 0.327 3.746
C -0.833 0.527 2.890
N -0.345 0.705 -0.959
C 2.623 -2.431 -3.190
C 0.221 -2.295 -3.257
C 1.340 -2.069 -1.135
C 1.417 -1.675 -2.649
C -1.736 2.283 0.082
C -2.018 -0.158 0.722
C 1.385 -0.130 -2.768
C -1.755 0.874 -0.514
H -2.411 2.874 4.528
H -0.396 2.844 6.044
H -2.559 1.510 2.512
H 0.347 0.664 -0.335
H 2.503 -3.482 -3.268
H 3.601 -2.161 -2.604
H 2.643 -2.002 -4.269
H -0.698 -1.992 -2.824
H 0.230 -3.447 -3.115
H 0.164 -2.004 -4.273
H 1.058 -3.115 -0.985
H 0.653 -1.528 -0.572
H 2.307 -1.920 -0.592
H -1.533 2.934 -0.700
H -2.617 2.635 0.509
H -1.014 2.311 0.934
H -2.921 -0.015 1.280
H -2.046 -1.210 0.464
H 1.382 0.201 -3.796
H -2.574 0.863 -1.266
```

Here are the Mulliken charges for atoms 1 to 6, given in e: number 1, N, carries -0.5640; number 2, O, carries -0.6609; number 3, F, carries -0.2630; number 4, F, carries -0.2831; number 5, C, carries -0.0791; number 6, O, carries -0.4387

***

Entry 3:
Density functional theory data (ωB97M-V with the def2-TZVPD basis set) for C16H20I2N2OPbSi as an isolated structure.

Calculated values
relative energy (zero: lowest compared OMol25 entry of this formula, charge and spin)	17.9	kcal/mol
HOMO level	-13.22	eV
net charge	+2
HOMO-LUMO gap	5.9	eV

XYZ file:
```
43
C16H20I2N2OPbSi | the OMol25 dataset | ωB97M-V with the def2-TZVPD basis set
Pb 0.492 -0.618 -0.954
I -3.423 1.880 4.316
C -2.828 1.125 2.471
C -3.108 -0.200 2.146
C -2.694 -0.715 0.927
I -3.022 -2.715 0.440
C -2.025 0.091 0.001
O -1.599 -0.378 -1.188
C -1.740 1.422 0.347
C -0.976 2.237 -0.657
N 0.456 1.793 -0.707
C 1.206 2.393 -1.829
C 0.905 1.691 -3.131
C 0.873 2.378 -4.330
C 0.625 1.679 -5.502
C 0.403 0.312 -5.445
C 0.443 -0.308 -4.213
N 0.699 0.366 -3.084
C -2.144 1.933 1.574
H -3.646 -0.828 2.843
H -1.016 3.302 -0.420
H -1.387 2.082 -1.655
H 0.891 2.077 0.167
H 2.275 2.310 -1.616
H 0.974 3.456 -1.924
H 1.035 3.447 -4.344
H 0.595 2.199 -6.450
H 0.194 -0.266 -6.333
H 0.262 -1.372 -4.120
H -1.937 2.967 1.823
C 2.550 -1.206 3.600
Si 1.459 -2.559 3.047
C -0.330 -2.452 3.350
C 2.198 -4.081 2.374
H 2.880 -1.468 4.616
H 2.033 -0.250 3.673
H 3.454 -1.116 2.997
H -0.508 -2.904 4.337
H -0.914 -3.025 2.628
H -0.690 -1.423 3.397
H 2.477 -4.704 3.236
H 3.115 -3.893 1.814
H 1.495 -4.660 1.776
```

Here are the Mulliken charges for atoms 1 to 6, given in e: number 1, Pb, carries 1.0824; number 2, I, carries 0.1729; number 3, C, carries -0.3252; number 4, C, carries -0.3491; number 5, C, carries -0.3337; number 6, I, carries 0.1655